Entry 1:
{
  "formula": "C28H31N6O2ReS3",
  "method": "the ωB97M-V functional and the def2-TZVPD basis",
  "spin_multiplicity": 2,
  "e_homo_ha": [-0.592, -0.592],
  "orbital_gap_ev": [4.8, 5.1],
  "total_charge": 3,
  "species": ["Re", "C", "C", "N", "N", "C", "N", "S", "C", "C", "C", "C", "C", "N", "H", "H", "H", "H", "H", "H", "H", "H", "H", "H", "S", "C", "N", "C", "C", "N", "C", "C", "C", "C", "C", "C", "C", "C", "S", "C", "C", "C", "C", "C", "C", "C", "H", "H", "H", "H", "H", "H", "H", "H", "H", "H", "H", "H", "H", "H", "H", "H", "H", "H", "C", "C", "O", "O", "H", "H", "H"],
  "coordinates": [[0.239, 0.357, 0.000], [-1.896, 1.211, -3.717], [-1.029, 0.659, -2.642], [-1.319, 0.641, -1.372], [-2.561, 0.948, -0.916], [-2.870, 0.826, 0.401], [-4.133, 0.940, 0.783], [-1.652, 0.579, 1.564], [0.291, 0.114, -2.952], [0.660, -0.320, -4.226], [1.922, -0.863, -4.421], [2.779, -0.969, -3.335], [2.332, -0.558, -2.088], [1.130, -0.028, -1.896], [-2.484, 2.050, -3.349], [-1.281, 1.579, -4.538], [-2.575, 0.462, -4.129], [-3.303, 1.093, -1.601], [-4.906, 1.057, 0.141], [-4.379, 0.793, 1.754], [-0.040, -0.279, -5.045], [2.221, -1.220, -5.394], [3.766, -1.392, -3.441], [2.944, -0.696, -1.207], [0.590, 2.773, 0.265], [1.767, 2.877, 1.483], [1.818, 3.912, 2.303], [2.951, 4.026, 3.204], [4.192, 3.434, 2.548], [3.923, 2.060, 2.159], [5.045, 1.141, 2.144], [5.893, 1.430, 0.918], [6.982, 2.293, 0.978], [7.723, 2.551, -0.166], [7.364, 1.972, -1.377], [6.288, 1.099, -1.436], [5.559, 0.825, -0.291], [2.734, 1.789, 1.643], [2.243, 0.182, 1.269], [0.689, 4.807, 2.478], [0.373, 5.676, 1.285], [-0.947, 5.819, 0.852], [-1.257, 6.705, -0.162], [-0.251, 7.441, -0.776], [1.067, 7.303, -0.348], [1.377, 6.419, 0.669], [2.727, 3.501, 4.143], [3.123, 5.080, 3.434], [5.021, 3.456, 3.258], [4.473, 4.027, 1.669], [4.677, 0.117, 2.117], [5.631, 1.279, 3.054], [7.275, 2.747, 1.912], [8.587, 3.196, -0.113], [7.928, 2.192, -2.270], [6.025, 0.620, -2.366], [4.747, 0.114, -0.319], [0.921, 5.452, 3.329], [-0.194, 4.207, 2.722], [-1.733, 5.247, 1.319], [-2.283, 6.830, -0.468], [-0.494, 8.125, -1.575], [1.843, 7.902, -0.800], [2.400, 6.317, 0.997], [0.355, -3.890, 0.887], [0.798, -2.499, 0.560], [1.964, -2.125, 0.668], [-0.114, -1.679, 0.154], [0.834, -4.194, 1.814], [0.697, -4.571, 0.110], [-0.725, -3.961, 0.974]]
}

Entry 2:
{
  "formula": "C16H24N6O2",
  "method": "the ωB97M-V functional and the def2-TZVPD basis",
  "smiles": "CC(C)[C@H](c1nnnn1Cc1ccco1)N1CCC(C(N)=O)CC1",
  "spin_multiplicity": 1,
  "e_homo_ha": -0.302,
  "orbital_gap_ev": 8.8,
  "species": ["C", "C", "C", "C", "C", "N", "N", "N", "N", "C", "C", "C", "C", "C", "O", "N", "C", "C", "C", "C", "N", "O", "C", "C", "H", "H", "H", "H", "H", "H", "H", "H", "H", "H", "H", "H", "H", "H", "H", "H", "H", "H", "H", "H", "H", "H", "H", "H"],
  "coordinates": [[-0.042, 0.196, 3.465], [-0.889, 0.813, 2.355], [-0.994, 2.323, 2.532], [-0.333, 0.403, 0.968], [1.103, 0.777, 0.812], [1.673, 1.922, 1.123], [2.955, 1.813, 0.810], [3.212, 0.673, 0.324], [2.073, -0.025, 0.297], [2.042, -1.368, -0.225], [1.544, -2.340, 0.792], [1.989, -2.636, 2.047], [1.109, -3.623, 2.555], [0.198, -3.852, 1.572], [0.449, -3.078, 0.503], [-1.193, 0.909, -0.099], [-1.698, -0.137, -0.979], [-2.151, 0.431, -2.316], [-0.944, 1.015, -3.075], [-0.179, -0.152, -3.685], [-0.529, -0.455, -4.953], [0.650, -0.801, -3.081], [-0.045, 1.807, -2.111], [-0.768, 2.108, -0.796], [-0.495, 0.392, 4.434], [0.956, 0.628, 3.465], [0.045, -0.883, 3.339], [-1.898, 0.390, 2.404], [-1.386, 2.550, 3.521], [-0.015, 2.783, 2.428], [-1.665, 2.743, 1.789], [-0.383, -0.692, 0.933], [3.075, -1.593, -0.507], [1.419, -1.407, -1.125], [2.833, -2.205, 2.544], [1.154, -4.092, 3.516], [-0.643, -4.513, 1.511], [-2.543, -0.624, -0.474], [-0.941, -0.911, -1.178], [-2.615, -0.363, -2.905], [-2.898, 1.208, -2.153], [-1.309, 1.660, -3.879], [-1.198, 0.086, -5.471], [-0.080, -1.232, -5.410], [0.847, 1.212, -1.901], [0.283, 2.739, -2.572], [-1.656, 2.718, -1.001], [-0.118, 2.687, -0.142]]
}

Entry 3:
{
  "formula": "C6H12O",
  "method": "the ωB97M-V functional and the def2-TZVPD basis",
  "smiles": "CC[C@H]1C[C@H]1CO",
  "spin_multiplicity": 1,
  "e_homo_ha": -0.316,
  "orbital_gap_ev": 9.7,
  "species": ["C", "C", "C", "C", "C", "C", "O", "H", "H", "H", "H", "H", "H", "H", "H", "H", "H", "H", "H"],
  "coordinates": [[-2.198, -0.208, 0.942], [-1.215, 0.761, 0.305], [-0.397, 0.148, -0.822], [0.753, 0.960, -1.231], [0.918, -0.509, -0.540], [1.420, -0.630, 0.889], [2.727, -1.169, 0.918], [-2.860, -0.636, 0.181], [-2.821, 0.295, 1.687], [-1.674, -1.032, 1.434], [-0.565, 1.210, 1.067], [-1.761, 1.601, -0.146], [-1.020, -0.265, -1.610], [0.923, 1.017, -2.312], [1.133, 1.787, -0.656], [1.701, -0.389, -1.294], [1.475, 0.345, 1.385], [0.728, -1.249, 1.497], [2.762, -1.864, 0.247]]
}

Entry 4:
{
  "formula": "C6H12O",
  "method": "the ωB97M-V functional and the def2-TZVPD basis",
  "smiles": "C=CCC(=C)C.O",
  "spin_multiplicity": 1,
  "e_homo_ha": -0.330,
  "orbital_gap_ev": 9.9,
  "species": ["C", "C", "C", "C", "C", "C", "H", "H", "H", "H", "H", "H", "H", "H", "H", "H", "O", "H", "H"],
  "coordinates": [[-0.309, 2.958, -0.934], [0.909, 2.454, -0.801], [1.204, 1.335, 0.172], [0.633, -0.058, -0.132], [0.037, -0.321, -1.292], [1.305, -1.136, 0.726], [-1.121, 2.581, -0.329], [-0.464, 3.844, -1.522], [1.735, 3.096, -1.083], [0.717, 1.582, 1.118], [2.283, 1.230, 0.264], [-0.400, -1.280, -1.540], [-0.210, 0.516, -1.928], [0.564, -1.632, 1.357], [2.061, -0.682, 1.357], [1.678, -1.860, 0.013], [-3.241, -3.998, 1.348], [-3.790, -3.759, 2.075], [-3.591, -4.870, 1.128]]
}

Calculated energy above the lowest of the compared OMol25 structures with the same formula, charge and spin (kcal per mole), listed in the same order as above: 13.5; 3.4; 72.2; 51.5
Calculated M (g/mol), listed in the same order as above: 766.00; 332.41; 100.16; 100.16